(1)
The following is a DFT calculation (the ωB97M-V functional and the def2-TZVPD basis) of C12H13N5O3 in the gas phase in a non-equilibrium geometry.

Last column: natural (NBO) charge in e.
Geometry (Å):
C  4.195  -2.439  -0.620  -0.6369
C  3.024  -2.426  0.309  0.0569
C  3.055  -3.141  1.506  -0.2834
C  1.949  -3.104  2.334  0.0598
N  0.852  -2.422  2.051  -0.4665
C  0.821  -1.741  0.912  0.3723
N  -0.390  -1.066  0.729  -0.6036
C  -0.778  -0.301  -0.311  0.6795
O  -0.113  -0.052  -1.291  -0.6024
C  -2.212  0.292  -0.208  -0.1177
C  -2.956  0.077  1.101  -0.6353
N  -2.075  1.705  -0.473  -0.1479
C  -1.892  2.279  -1.665  0.0390
C  -1.688  3.630  -1.411  -0.0964
N  -1.472  4.654  -2.355  0.5327
O  -1.287  5.778  -1.932  -0.3826
O  -1.492  4.347  -3.531  -0.3869
C  -1.759  3.752  -0.007  -0.0084
N  -1.986  2.579  0.533  -0.2695
C  1.875  -1.709  0.007  -0.2913
H  4.028  -1.775  -1.464  0.2231
H  5.096  -2.126  -0.095  0.2270
H  4.363  -3.448  -0.995  0.2279
H  3.927  -3.712  1.781  0.2177
H  1.928  -3.642  3.272  0.1960
H  -1.013  -1.197  1.515  0.4257
H  -2.775  -0.146  -1.043  0.2326
H  -3.142  -0.980  1.271  0.2192
H  -2.402  0.507  1.932  0.2402
H  -3.916  0.585  1.050  0.2400
H  -1.902  1.742  -2.590  0.2514
H  -1.658  4.636  0.587  0.2325
H  1.795  -1.137  -0.903  0.2553

## Properties
Energy in Ha: -964.508649
Kohn-Sham gap in eV: 9.27
Relative energy (zero: lowest compared OMol25 entry of this formula, charge and spin) in kcal/mol: 87.97
Total charge: 0



(2)
The following is a DFT calculation (the ωB97M-V functional and the def2-TZVPD basis) of C12H13NO in the gas phase in a non-equilibrium geometry.

Last column: natural (NBO) charge in e.
Geometry (Å):
O  0.793  0.460  1.889  -0.7117
C  0.286  0.100  0.558  0.1302
C  1.462  -0.206  -0.324  -0.4215
C  1.738  -1.812  -0.156  -0.4089
C  1.178  -2.477  1.115  -0.3880
C  -0.344  -2.297  1.205  -0.5110
C  -0.731  -1.126  0.501  0.3556
N  -1.903  -0.706  -0.003  -0.4112
C  -1.681  0.574  -0.336  0.1194
C  -2.535  1.411  -1.150  -0.2040
C  -2.221  2.810  -1.300  -0.2177
C  -0.820  3.228  -1.059  -0.2110
C  0.045  2.347  -0.422  -0.2031
C  -0.471  1.147  0.013  -0.0868
H  1.862  0.145  2.057  0.4708
H  1.159  -0.125  -1.417  0.2368
H  2.408  0.625  -0.245  0.2286
H  1.226  -2.350  -1.031  0.2017
H  2.836  -2.062  -0.175  0.2178
H  1.296  -3.681  0.886  0.2201
H  1.801  -2.008  1.777  0.2046
H  -0.727  -2.289  2.260  0.2614
H  -0.854  -2.984  0.602  0.2399
H  -3.451  0.865  -1.406  0.2222
H  -2.900  3.469  -1.899  0.2196
H  -0.572  4.304  -1.553  0.2235
H  1.118  2.641  -0.388  0.2226

## Properties
Energy in Ha: -594.908300
Kohn-Sham gap in eV: 8.42
Relative energy (zero: lowest compared OMol25 entry of this formula, charge and spin) in kcal/mol: 91.13
Total charge: 0



no.,HOMO level (Ha)
1,-0.341
2,-0.303